A gas-phase ion, C21H22N3O4 (charge +1), computed with ωB97M-V/def2-TZVPD.

The total energy is -1278.384129 Eh. As for the structure (SMILES): CCOC(=O)c1ccc([NH2+]c2ccc(-c3ccc(OC)c(OC)c3)nn2)cc1. The calculation puts the gap between HOMO and LUMO at 7.16 eV. For the energy relative to the best compared isomer or geometry (same formula, charge and spin), the calculation gives 15.8 kcal per mole. The LUMO energy comes out at -3.207 eV.

Structure (ORCA input):
```
! RIJCOSX wB97M-V def2-TZVPD def2/J DEFGRID3
* xyz 1 1
C 3.07998 6.08665 5.88056
C 2.63746 6.02526 4.42713
O 2.29154 4.68564 4.04276
C 1.07317 4.26478 4.35070
O 0.22355 4.91796 4.89810
C 0.84574 2.84189 3.92765
C -0.36637 2.25351 4.27404
C -0.62670 0.94034 3.92676
C 0.33766 0.22947 3.23201
N 0.06863 -1.16481 2.84165
C -0.24147 -1.30676 1.40432
C -1.37625 -0.76571 0.80500
C -1.50788 -1.01528 -0.54117
C -0.51180 -1.78335 -1.19680
C -0.56280 -2.15000 -2.59188
C 0.56135 -2.73456 -3.18095
C 0.55147 -3.10889 -4.50799
C -0.58331 -2.92313 -5.29128
O -0.70485 -3.25497 -6.58092
C 0.38155 -3.86173 -7.24740
C -1.74020 -2.33550 -4.70192
O -2.79496 -2.20658 -5.53569
C -3.99064 -1.64598 -5.04750
C -1.71444 -1.95693 -3.37776
N 0.56305 -2.20680 -0.50853
N 0.68510 -1.97288 0.74655
C 1.54500 0.80372 2.86739
C 1.79986 2.11710 3.22108
H 3.91158 5.40783 6.05347
H 2.25632 5.81539 6.53640
H 3.39517 7.09823 6.11703
H 3.44832 6.30682 3.75343
H 1.77054 6.67264 4.26466
H -1.08939 2.84014 4.81971
H -1.56338 0.48012 4.20576
H 0.91402 -1.74323 2.97397
H -0.69437 -1.53890 3.42069
H -2.09711 -0.18121 1.35558
H -2.34775 -0.61570 -1.08368
H 1.44341 -2.88422 -2.58089
H 1.43657 -3.55172 -4.93438
H 0.03643 -4.03909 -8.26408
H 1.25431 -3.20308 -7.27004
H 0.65187 -4.81477 -6.78415
H -4.41255 -2.24459 -4.23373
H -3.84275 -0.61522 -4.70953
H -4.67929 -1.65120 -5.88998
H -2.60085 -1.53169 -2.93822
H 2.27530 0.23143 2.31527
H 2.73521 2.58205 2.95559
*
```

The molecule's natural (NBO) atomic charges, reported in e, are given here:
1 C -0.636
2 C -0.076
3 O -0.500
4 C 0.773
5 O -0.572
6 C -0.135
7 C -0.130
8 C -0.243
9 C 0.107
10 N -0.522
11 C 0.245
12 C -0.218
13 C -0.170
14 C 0.219
15 C -0.151
16 C -0.137
17 C -0.304
18 C 0.313
19 O -0.460
20 C -0.257
21 C 0.333
22 O -0.482
23 C -0.255
24 C -0.278
25 N -0.194
26 N -0.209
27 C -0.250
28 C -0.080
29 H 0.214
30 H 0.223
31 H 0.230
32 H 0.199
33 H 0.205
34 H 0.261
35 H 0.227
36 H 0.468
37 H 0.446
38 H 0.243
39 H 0.238
40 H 0.240
41 H 0.232
42 H 0.214
43 H 0.183
44 H 0.184
45 H 0.176
46 H 0.175
47 H 0.215
48 H 0.211
49 H 0.241
50 H 0.245

---

3 unconnected molecules or ions with the total composition C21H22N3O7PS, computed with ωB97M-V/def2-TZVPD.

The total energy is -2243.309147 Eh. As for the structure (SMILES): OP(O)c1cccc2c1Nc1cc(COc3ccccc3)ccc1S2.C[N+](=O)[O-].C[N+](=O)[O-]. The calculation puts the gap between HOMO and LUMO at 8.15 eV. The LUMO energy comes out at -0.075 eV.

Structure (ORCA input):
```
! RIJCOSX wB97M-V def2-TZVPD def2/J DEFGRID3
* xyz 0 1
O 6.94515 -0.89292 3.30035
P 5.22110 -1.01022 3.06741
O 4.93838 -2.72286 3.21111
C 5.04020 -0.68384 1.19223
C 6.12663 0.22738 0.50606
C 6.02971 0.48746 -1.02156
C 4.90771 -0.11243 -1.92966
C 3.83956 -0.98859 -1.22514
C 3.87693 -1.27696 0.32502
N 2.86178 -2.12130 0.99393
C 1.47175 -1.70471 0.64112
C 0.39360 -1.45358 1.72715
C -1.07827 -1.01220 1.38993
C -2.04012 -0.76334 2.63941
O -2.01458 0.61447 3.13556
C -2.10173 1.54962 2.06372
C -0.79960 2.32880 1.65287
C -0.74162 3.39005 0.53631
C -2.06529 3.70410 -0.24341
C -3.38151 2.97567 0.13379
C -3.38673 1.89402 1.27436
C -1.46625 -0.86892 -0.09890
C -0.43255 -1.10422 -1.26010
C 1.01853 -1.49630 -0.85561
S 2.38243 -1.76033 -2.11000
H 7.25866 -1.80427 3.50667
H 5.66008 -3.18019 2.70985
H 6.97421 0.70971 1.08849
H 6.81136 1.16226 -1.51541
H 4.83192 0.05979 -3.05031
H 2.95640 -3.05424 0.53268
H 0.73855 -1.58656 2.81905
H -1.62282 -1.41601 3.49822
H -3.11598 -1.15134 2.46856
H 0.15046 2.11838 2.24009
H 0.25689 3.90640 0.33320
H -1.96816 4.48317 -1.07864
H -4.34812 3.24237 -0.42770
H -4.37846 1.39673 1.52947
H -2.54857 -0.57221 -0.35609
H -0.74932 -0.95897 -2.35338
C -5.22093 5.48335 -2.91757
N -5.20229 4.00002 -2.82788
O -5.85543 3.48316 -1.93364
O -4.53405 3.40701 -3.65610
H -5.85218 5.87503 -2.12197
H -4.19525 5.83222 -2.80343
H -5.62266 5.74833 -3.89478
C -1.87493 -5.18536 -1.97743
N -2.80103 -4.56504 -0.99518
O -2.91903 -5.11325 0.08827
O -3.37631 -3.54919 -1.34703
H -1.43604 -6.07614 -1.53167
H -2.45766 -5.44304 -2.86103
H -1.10458 -4.45099 -2.21123
*
```

The molecule's natural (NBO) atomic charges, reported in e, are given here:
1 O -0.987
2 P 1.346
3 O -0.961
4 C -0.400
5 C -0.210
6 C -0.214
7 C -0.221
8 C -0.176
9 C 0.151
10 N -0.661
11 C 0.121
12 C -0.195
13 C -0.062
14 C -0.103
15 O -0.530
16 C 0.289
17 C -0.244
18 C -0.222
19 C -0.245
20 C -0.226
21 C -0.276
22 C -0.178
23 C -0.240
24 C -0.179
25 S 0.243
26 H 0.487
27 H 0.471
28 H 0.247
29 H 0.229
30 H 0.244
31 H 0.385
32 H 0.238
33 H 0.211
34 H 0.202
35 H 0.230
36 H 0.232
37 H 0.217
38 H 0.242
39 H 0.232
40 H 0.249
41 H 0.249
42 C -0.486
43 N 0.532
44 O -0.381
45 O -0.362
46 H 0.233
47 H 0.236
48 H 0.237
49 C -0.486
50 N 0.533
51 O -0.371
52 O -0.377
53 H 0.231
54 H 0.234
55 H 0.239

---

C21H22N4O in the gas phase, computed with ωB97M-V/def2-TZVPD.

The total energy is -1107.751317 Eh. As for the structure (SMILES): CN1[C@@H](C(=O)NCc2ccccc2)C[C@H]2Cn3c(nc4ccccc43)[C@H]21. The calculation puts the gap between HOMO and LUMO at 8.97 eV. For the energy relative to the best compared isomer or geometry (same formula, charge and spin), the calculation gives 5.8 kcal per mole. The LUMO energy comes out at 0.713 eV.

Structure (ORCA input):
```
! RIJCOSX wB97M-V def2-TZVPD def2/J DEFGRID3
* xyz 0 1
C -3.75397 -0.72859 2.01695
N -2.73988 -0.39569 1.03951
C -3.19400 0.46016 -0.04749
C -2.14931 1.54031 -0.37546
O -2.16026 2.14644 -1.43020
N -1.29919 1.77715 0.63152
C -0.30308 2.82677 0.59185
C 1.08823 2.30052 0.35096
C 1.57347 2.18138 -0.94445
C 2.86605 1.74399 -1.16902
C 3.68207 1.41446 -0.10074
C 3.19268 1.49632 1.19077
C 1.90065 1.93587 1.41560
C -3.44390 -0.44515 -1.26125
C -2.38319 -1.53107 -1.10281
C -1.03949 -1.20447 -1.79668
N -0.07504 -1.36344 -0.74718
C -0.60585 -1.50939 0.49641
N 0.27932 -1.65601 1.43750
C 1.48904 -1.62749 0.78059
C 2.77688 -1.80148 1.27126
C 3.81461 -1.81130 0.36350
C 3.59737 -1.63851 -1.00453
C 2.33094 -1.44656 -1.51716
C 1.28107 -1.44722 -0.61423
C -2.09567 -1.55861 0.43130
H -4.59253 -1.30334 1.59838
H -4.14197 0.19335 2.44781
H -3.29051 -1.31018 2.81242
H -4.10019 1.00173 0.24173
H -1.31194 1.12581 1.40607
H -0.33844 3.37341 1.53977
H -0.59510 3.49437 -0.22365
H 0.93476 2.44728 -1.77444
H 3.24174 1.66853 -2.17888
H 4.69668 1.08977 -0.27482
H 3.82146 1.22469 2.02538
H 1.52420 2.00945 2.42593
H -3.34685 0.11578 -2.18878
H -4.44430 -0.87722 -1.21287
H -2.74753 -2.50041 -1.44588
H -1.02424 -0.17694 -2.17627
H -0.83053 -1.88586 -2.62650
H 2.94384 -1.94173 2.32708
H 4.82527 -1.95985 0.71482
H 4.44213 -1.65868 -1.67730
H 2.16172 -1.31354 -2.57519
H -2.45719 -2.47481 0.90867
*
```

The molecule's natural (NBO) atomic charges, reported in e, are given here:
1 C -0.400
2 N -0.454
3 C -0.142
4 C 0.670
5 O -0.654
6 N -0.611
7 C -0.246
8 C -0.051
9 C -0.215
10 C -0.205
11 C -0.205
12 C -0.217
13 C -0.168
14 C -0.419
15 C -0.222
16 C -0.216
17 N -0.369
18 C 0.392
19 N -0.466
20 C 0.083
21 C -0.194
22 C -0.235
23 C -0.222
24 C -0.245
25 C 0.164
26 C -0.090
27 H 0.167
28 H 0.205
29 H 0.212
30 H 0.232
31 H 0.430
32 H 0.202
33 H 0.235
34 H 0.219
35 H 0.211
36 H 0.214
37 H 0.213
38 H 0.201
39 H 0.247
40 H 0.213
41 H 0.226
42 H 0.218
43 H 0.208
44 H 0.221
45 H 0.211
46 H 0.211
47 H 0.214
48 H 0.225

---

C21H22N4O3S2 in the gas phase, computed with ωB97M-V/def2-TZVPD.

The total energy is -2054.582369 Eh. As for the structure (SMILES): CSc1nc(NCCOCCO)c2sc3nc(-c4ccco4)c4c(c3c2n1)CCC4. The calculation puts the gap between HOMO and LUMO at 7.79 eV. For the energy relative to the best compared isomer or geometry (same formula, charge and spin), the calculation gives 2.5 kcal per mole. The LUMO energy comes out at -0.120 eV.

Structure (ORCA input):
```
! RIJCOSX wB97M-V def2-TZVPD def2/J DEFGRID3
* xyz 0 1
C -1.24396 -4.81538 0.55758
S -2.70258 -3.89545 -0.01329
C -1.96986 -2.35212 -0.36871
N -2.81501 -1.43560 -0.82786
C -2.33610 -0.23074 -1.12455
N -3.16723 0.69316 -1.64001
C -4.58690 0.47395 -1.74853
C -5.34420 0.67497 -0.42348
O -5.58001 2.01941 -0.08219
C -4.46738 2.73383 0.42002
C -5.01612 3.95869 1.15599
O -5.82030 3.59044 2.24291
C -0.96704 0.02981 -0.91704
S -0.08109 1.51593 -1.18419
C 1.38905 0.74082 -0.63540
N 2.53011 1.37916 -0.58579
C 3.61441 0.72062 -0.16288
C 4.83279 1.50390 -0.11838
C 6.05725 1.29008 0.47412
C 6.83531 2.43219 0.19629
C 6.03608 3.25562 -0.54112
O 4.83517 2.70769 -0.72997
C 3.54198 -0.63263 0.19711
C 2.32085 -1.29307 0.14910
C 1.18839 -0.60807 -0.26804
C -0.17492 -1.01235 -0.42710
N -0.67659 -2.22142 -0.15222
C 2.44896 -2.71670 0.57844
C 3.96252 -2.96514 0.50386
C 4.61513 -1.57829 0.64982
H -0.78778 -4.27725 1.38123
H -1.59751 -5.78944 0.87784
H -0.54190 -4.91261 -0.26366
H -2.79475 1.61963 -1.77514
H -4.73135 -0.56292 -2.05971
H -4.98953 1.14991 -2.50458
H -4.79870 0.15809 0.37778
H -6.33781 0.23134 -0.52002
H -3.80257 3.06476 -0.38966
H -3.89605 2.10331 1.11542
H -4.19295 4.55196 1.55856
H -5.58683 4.56980 0.44254
H -6.47148 2.95926 1.91065
H 6.36255 0.44479 1.05313
H 7.84496 2.61419 0.50259
H 6.21114 4.22193 -0.97189
H 2.07553 -2.81779 1.60065
H 1.86604 -3.38573 -0.05214
H 4.21352 -3.38177 -0.47260
H 4.30528 -3.66136 1.26696
H 4.86877 -1.37547 1.69392
H 5.52276 -1.48794 0.05363
*
```

The molecule's natural (NBO) atomic charges, reported in e, are given here:
1 C -0.731
2 S 0.271
3 C 0.275
4 N -0.552
5 C 0.436
6 N -0.576
7 C -0.257
8 C -0.070
9 O -0.552
10 C -0.089
11 C -0.075
12 O -0.713
13 C -0.321
14 S 0.363
15 C 0.080
16 N -0.425
17 C 0.182
18 C 0.232
19 C -0.272
20 C -0.323
21 C 0.114
22 O -0.367
23 C -0.054
24 C 0.072
25 C -0.093
26 C 0.204
27 N -0.534
28 C -0.439
29 C -0.388
30 C -0.428
31 H 0.232
32 H 0.225
33 H 0.224
34 H 0.399
35 H 0.234
36 H 0.212
37 H 0.180
38 H 0.194
39 H 0.155
40 H 0.176
41 H 0.183
42 H 0.162
43 H 0.473
44 H 0.227
45 H 0.230
46 H 0.205
47 H 0.224
48 H 0.238
49 H 0.206
50 H 0.214
51 H 0.211
52 H 0.224

---

Which value of gap between HOMO and LUMO does entry 2 give?
8.15 eV